C49H82BrF3NO7 | ωB97M-V/def2-TZVPD

XYZ file:
```
143
Properties=species:S:1:pos:R:3:mulliken_charge:R:1
C 1.879 -1.916 1.706 -0.590
O 1.907 -2.620 0.439 0.170
C 3.274 -2.756 -0.042 -0.682
C 3.378 -2.240 -1.562 -0.548
C 3.178 -0.622 -1.531 0.132
C 2.258 -0.234 -2.787 -0.087
C 1.747 1.292 -2.798 0.160
C 1.479 1.902 -1.340 0.345
C 0.623 3.257 -1.315 -0.250
C -0.918 3.080 -1.753 -0.208
C -1.959 3.302 -0.515 -0.676
C -1.664 2.244 0.672 0.024
C -2.960 1.277 0.854 -1.115
C -2.693 -0.154 0.162 0.921
N -3.090 -0.204 -1.283 0.259
C -4.380 -0.950 -1.402 -0.131
O -5.546 -0.517 -1.551 -0.604
C -3.953 -2.488 -1.360 0.254
C -4.703 -3.771 -0.934 0.092
C -6.201 -3.653 -0.403 -0.800
C -6.399 -2.508 0.729 0.040
C -6.680 -3.140 2.202 0.185
F -6.444 -4.511 2.499 -0.271
C -7.147 -2.212 3.175 0.239
F -7.540 -2.621 4.494 -0.247
F -7.248 -0.813 2.926 -0.215
C -3.910 -5.126 -1.097 1.005
C -4.631 -6.496 -0.722 -0.813
C -3.933 -7.345 0.465 -0.648
C -2.890 -6.537 1.377 -0.292
O -3.489 -5.442 2.143 -0.169
C -2.517 -4.780 2.959 0.531
C -2.791 -3.315 3.601 -0.287
O -1.366 -5.265 3.208 -0.559
C -2.437 -5.067 -1.666 -0.193
Br -1.385 -6.751 -1.940 -0.076
C -1.697 -3.752 -2.051 0.740
C -0.187 -3.660 -2.586 0.264
O 0.125 -2.966 -3.619 -0.675
O 0.834 -4.306 -1.898 -0.680
C -2.488 -2.425 -1.902 -0.545
C -2.109 -0.903 -2.179 -0.135
O -1.286 -0.361 -2.938 -0.517
H 0.767 -1.859 2.027 0.045
H 2.462 -2.447 2.535 0.147
H 2.232 -0.832 1.552 0.306
H 3.657 -3.850 0.001 0.152
H 4.029 -2.133 0.572 0.382
H 4.406 -2.543 -2.000 0.354
H 2.549 -2.705 -2.216 0.196
H 4.215 -0.164 -1.684 0.143
H 2.727 -0.376 -0.511 -0.256
H 2.894 -0.381 -3.746 0.379
H 1.356 -0.947 -2.911 -0.226
H 2.420 2.000 -3.425 -0.494
H 0.729 1.286 -3.350 0.211
H 2.493 2.144 -0.845 0.320
H 1.019 1.049 -0.705 -0.346
H 1.073 4.077 -1.990 -0.162
H 0.607 3.623 -0.215 0.242
H -1.197 3.799 -2.616 0.368
H -1.115 2.021 -2.134 -0.127
H -3.010 3.118 -0.932 0.474
H -1.932 4.378 -0.107 -0.048
H -1.545 2.839 1.657 0.376
H -0.697 1.648 0.512 -0.112
H -3.090 1.146 1.996 0.346
H -3.936 1.768 0.494 0.324
H -3.233 -0.940 0.806 -0.520
H -1.564 -0.382 0.268 0.147
H -6.852 -3.362 -1.304 0.416
H -6.641 -4.613 0.026 0.136
H -5.495 -1.827 0.860 -0.093
H -7.355 -1.936 0.441 0.413
H -5.738 -6.405 -0.467 0.239
H -4.575 -7.156 -1.673 0.352
H -3.401 -8.252 0.008 0.301
H -4.790 -7.785 1.109 0.353
H -2.491 -7.294 2.159 0.409
H -1.968 -6.143 0.832 0.141
H -3.027 -2.593 2.747 -0.268
H -3.572 -3.344 4.432 0.293
H -1.811 -2.945 4.079 0.269
C 1.870 -6.208 1.901 -0.968
C 2.070 -6.251 3.407 -0.316
C 3.003 -5.157 3.927 -0.512
C 4.441 -5.221 3.403 -0.176
C 5.177 -6.533 3.680 -0.595
C 5.352 -6.823 5.164 -1.233
H 2.805 -6.379 1.361 0.369
H 1.166 -6.986 1.595 0.312
H 1.464 -5.243 1.587 0.095
H 2.436 -7.240 3.704 0.290
H 1.093 -6.128 3.886 0.255
H 3.011 -5.192 5.022 0.405
H 2.584 -4.179 3.662 0.084
H 5.008 -4.395 3.849 0.456
H 4.445 -5.036 2.324 -0.059
H 6.169 -6.478 3.218 0.441
H 4.661 -7.370 3.200 0.264
H 5.904 -6.018 5.657 0.285
H 5.914 -7.752 5.303 0.390
H 4.390 -6.942 5.669 0.282
C 0.033 7.700 0.815 -1.014
C -0.102 8.076 2.284 -0.420
C -1.140 7.234 3.030 -0.645
C -2.578 7.366 2.519 -0.321
C -3.143 8.789 2.524 -0.530
C -3.229 9.396 3.918 -1.214
H -0.895 7.872 0.266 0.270
H 0.812 8.306 0.344 0.379
H 0.307 6.647 0.702 0.160
H -0.337 9.141 2.372 0.263
H 0.869 7.933 2.769 0.363
H -1.105 7.494 4.093 0.330
H -0.850 6.179 2.970 0.325
H -3.223 6.727 3.132 0.382
H -2.642 6.967 1.502 0.075
H -4.150 8.762 2.094 0.395
H -2.549 9.439 1.876 0.257
H -3.855 8.783 4.572 0.289
H -3.672 10.395 3.867 0.379
H -2.243 9.496 4.378 0.282
C 5.137 4.465 -3.091 -1.210
C 4.041 4.962 -4.023 0.063
C 4.042 4.264 -5.384 -0.433
C 5.308 4.468 -6.223 -0.934
C 5.660 5.926 -6.526 -0.384
C 4.599 6.643 -7.348 -1.180
H 6.132 4.667 -3.495 0.365
H 5.065 4.969 -2.124 0.381
H 5.046 3.389 -2.919 0.211
H 4.126 6.046 -4.148 0.382
H 3.072 4.782 -3.545 -0.141
H 3.169 4.601 -5.953 0.389
H 3.902 3.188 -5.230 0.203
H 5.185 3.929 -7.170 0.407
H 6.159 3.997 -5.720 0.328
H 6.603 5.945 -7.084 0.369
H 5.841 6.476 -5.598 0.234
H 4.432 6.132 -8.301 0.287
H 4.918 7.667 -7.565 0.376
H 3.646 6.701 -6.816 0.286
```

Properties
* 2S+1: 1
* orbital gap: 6.52 eV
* total charge: -1
* DFT total energy: -5370.96065 a.u.
* E_LUMO: 1.5685 eV